[1]
Entry from the OMol25 dataset: a molecular structure, C25H31CrN2O3S3 at a distorted geometry (ωB97M-V/def2-TZVPD).

```
65
Properties=species:S:1:pos:R:3:lowdin_charge:R:1
Cr -0.662 -1.249 0.162 0.867
C -0.279 -2.789 3.041 -0.014
O -1.196 -2.311 2.004 -0.194
C -2.576 -2.353 2.239 -0.153
C -3.254 -2.873 3.367 -0.017
C -4.668 -3.027 3.418 -0.069
C -5.454 -2.490 2.357 -0.068
C -4.797 -1.844 1.293 -0.017
C -3.407 -1.785 1.194 -0.190
N -2.741 -1.280 0.099 -0.039
N -3.474 -0.751 -0.869 0.126
C -3.008 -0.496 -2.067 -0.153
C -1.628 -0.516 -2.503 -0.268
O -0.712 -1.185 -1.849 -0.117
C -1.354 0.361 -3.590 0.016
C -2.315 0.874 -4.431 0.003
C -3.674 0.504 -4.307 -0.168
C -4.668 0.597 -5.340 -0.032
C -5.980 0.394 -5.027 -0.087
C -6.330 0.147 -3.673 -0.068
C -5.374 -0.181 -2.726 -0.031
C -4.017 -0.050 -3.041 -0.092
H -0.025 -3.841 2.804 0.106
H -0.700 -2.809 4.072 0.091
H 0.672 -2.191 2.957 0.112
H -2.673 -3.234 4.191 0.086
H -5.170 -3.490 4.278 0.103
H -6.541 -2.555 2.418 0.100
H -5.305 -1.211 0.625 0.082
H -0.354 0.619 -3.830 0.109
H -2.041 1.468 -5.294 0.120
H -4.324 0.788 -6.343 0.108
H -6.665 0.566 -5.841 0.099
H -7.374 0.039 -3.375 0.102
H -5.717 -0.570 -1.747 0.110
C 4.214 0.901 1.292 -0.506
C 4.339 1.240 -0.200 -0.585
S 3.686 2.803 -0.682 0.840
C 5.111 3.920 -0.798 -0.536
C 6.263 3.703 0.226 -0.558
S 5.775 4.129 1.881 0.856
C 6.796 3.022 2.925 -0.529
C 5.969 1.811 3.465 -0.558
S 5.757 0.472 2.237 0.820
H 3.516 0.085 1.399 0.055
H 3.856 1.748 1.846 0.032
H 3.817 0.480 -0.785 0.066
H 5.368 1.175 -0.652 0.087
H 4.719 4.931 -0.669 0.063
H 5.478 3.823 -1.833 0.070
H 7.071 4.349 -0.053 0.061
H 6.585 2.673 0.231 0.043
H 7.105 3.582 3.782 0.044
H 7.718 2.600 2.388 0.103
H 4.996 2.132 3.793 0.055
H 6.569 1.373 4.301 0.077
C -0.695 0.780 0.742 -0.163
H 0.122 1.027 1.430 -0.011
H -1.620 0.971 1.277 -0.019
H -0.699 1.564 -0.062 0.013
C 1.205 -3.339 -0.474 -0.149
O 0.881 -2.155 0.364 -0.435
H 2.312 -3.562 -0.437 0.088
H 0.848 -3.265 -1.486 0.049
H 0.721 -4.249 -0.114 0.061
```

2S+1   4
Electronic energy   -96474.6505 eV
HOMO level (alpha / beta)   -7.38 / -7.72 eV
Lowest unoccupied orbital energy (alpha / beta)   -1.319 / -1.300 eV

***

[2]
Entry from the OMol25 dataset: 2 unconnected molecules or ions with the total composition F3H3SSi2 at a distorted geometry (ωB97M-V/def2-TZVPD).

```
9
Properties=species:S:1:pos:R:3:lowdin_charge:R:1
F -1.775 1.715 -0.369 -0.110
F -2.395 -0.327 0.943 -0.096
F -2.140 -0.461 -1.496 -0.092
Si 0.745 0.042 0.288 0.138
Si -1.461 0.171 -0.213 0.018
S 1.562 -1.542 -0.829 0.285
H 1.487 1.400 -0.057 -0.064
H 1.064 0.062 2.785 0.027
H 2.912 -1.060 -1.051 -0.108
```

2S+1   1
Electronic energy   -34794.2207 eV
HOMO level (alpha / beta)   -9.17 / -9.50 eV
Energy relative to the best compared isomer or geometry (same formula, charge and spin)   74.1 kcal/mol
Lowest unoccupied orbital energy (alpha / beta)   -1.324 / -1.445 eV

***

[3]
Entry from the OMol25 dataset: a gas-phase ion, C11H16NO2 (charge +1) at a distorted geometry (ωB97M-V/def2-TZVPD).

```
30
Properties=species:S:1:pos:R:3:lowdin_charge:R:1
C 2.006 2.382 -0.011 -0.060
C 1.157 1.323 0.637 -0.362
C -0.271 1.794 0.556 0.043
C -1.274 1.151 -0.067 0.006
C -2.791 1.221 0.013 -0.390
O -3.513 2.152 0.180 0.183
O -3.318 -0.047 -0.173 0.087
C -2.367 -1.071 -0.240 -0.258
C -1.983 -1.891 1.021 -0.068
C -0.635 -1.387 1.431 -0.127
C 0.110 -1.035 0.083 -0.194
C 1.401 -0.147 0.171 -0.079
C -1.143 -0.396 -0.613 -0.297
N -1.078 -0.161 -2.109 0.302
H 1.946 2.363 -1.128 0.097
H 3.101 2.246 0.161 0.110
H 1.579 3.311 0.310 0.074
H 1.340 1.350 1.676 0.132
H -0.472 2.848 0.846 0.157
H -2.569 -1.754 -1.139 0.192
H -1.969 -2.921 0.738 0.126
H -2.731 -1.842 1.717 0.106
H -0.477 -0.544 2.227 0.159
H 0.004 -2.152 2.012 0.148
H 0.451 -1.968 -0.314 0.136
H 1.977 -0.071 -0.786 0.122
H 2.040 -0.719 0.939 0.152
H -1.881 0.277 -2.391 0.134
H -0.949 -1.056 -2.454 0.140
H -0.270 0.454 -2.465 0.228
```

2S+1   1
Electronic energy   -17243.3428 eV
HOMO level   -13.79 eV
Total charge   +1
Structure (SMILES)   C[C@H]1C=C2C(=O)O[C@@H]3CC[C@H](C1)[C@]23[NH3+]
Energy relative to the best compared isomer or geometry (same formula, charge and spin)   7.1 kcal/mol
Lowest unoccupied orbital energy   -3.556 eV

***

[4]
Entry from the OMol25 dataset: 5 unconnected molecules or ions with the total composition C2H12O5 at a distorted geometry (ωB97M-V/def2-TZVPD).

```
19
Properties=species:S:1:pos:R:3:lowdin_charge:R:1
C 0.092 -0.845 3.568 -0.049
C 0.264 -0.949 2.066 -0.334
O -0.573 -0.666 1.251 0.030
H 1.014 -1.147 4.054 0.067
H -0.775 -1.421 3.849 0.075
H 0.024 0.224 3.749 0.082
H 1.304 -0.823 1.702 0.112
O -0.079 7.018 0.570 -0.065
H -0.160 6.190 0.081 0.032
H -0.463 6.766 1.420 0.033
O 1.191 -3.829 0.624 -0.057
H 1.633 -3.955 -0.225 0.034
H 1.307 -4.717 0.987 0.036
O 0.393 -0.942 -1.489 -0.064
H 0.498 -0.017 -1.743 0.034
H 1.081 -1.394 -2.001 0.034
O -2.384 0.370 -6.464 -0.061
H -2.755 -0.430 -6.078 0.032
H -1.613 0.568 -5.922 0.029
```

2S+1   1
Electronic energy   -12504.8461 eV
HOMO level   -9.26 eV
Structure (SMILES)   CC=O.O.O.O.O
Energy relative to the best compared isomer or geometry (same formula, charge and spin)   30.8 kcal/mol
Lowest unoccupied orbital energy   0.380 eV

***

[5]
Entry from the OMol25 dataset: 2 unconnected molecules or ions with the total composition H2N2O2S at a distorted geometry (ωB97M-V/def2-TZVPD).

```
7
Properties=species:S:1:pos:R:3:lowdin_charge:R:1
N -0.208 -0.720 -1.367 -0.369
N 0.387 -0.534 -0.200 -0.207
O -0.600 -1.597 -3.580 -0.520
O 0.562 0.831 0.103 -0.127
S -0.659 -1.943 -2.201 0.878
H -0.327 -0.725 1.094 0.269
H 0.089 1.420 -0.485 0.077
```

2S+1   1
Electronic energy   -17936.7026 eV
HOMO level (alpha / beta)   -8.91 / -8.91 eV
Energy relative to the best compared isomer or geometry (same formula, charge and spin)   89.3 kcal/mol
Lowest unoccupied orbital energy (alpha / beta)   -1.187 / -1.188 eV

***

[6]
Entry from the OMol25 dataset: 7 unconnected molecules or ions with the total composition C17H46N2O19S5 at a distorted geometry (ωB97M-V/def2-TZVPD).

```
89
Properties=species:S:1:pos:R:3:lowdin_charge:R:1
C 0.200 1.688 0.713 -0.065
C -0.611 0.769 -0.162 -0.275
O 0.213 -0.259 -0.681 -0.236
S -0.093 -0.853 -2.133 0.546
C 0.959 0.199 -3.086 -0.101
O 0.407 -2.164 -2.136 -0.252
O -1.462 -0.600 -2.431 -0.271
H -0.543 2.233 1.309 0.047
H 0.781 2.414 0.155 0.061
H 0.780 1.126 1.445 0.083
H -1.384 0.327 0.478 0.099
H -1.174 1.321 -0.917 0.116
H 0.586 1.203 -2.884 0.069
H 0.771 -0.006 -4.138 0.051
H 1.980 0.092 -2.747 0.062
C -2.375 -4.270 -2.292 -0.056
C -3.515 -4.382 -1.311 -0.264
O -3.030 -4.921 -0.071 -0.253
S -3.900 -6.056 0.596 0.553
C -3.550 -7.449 -0.464 -0.106
O -3.318 -6.289 1.873 -0.273
O -5.278 -5.703 0.492 -0.275
H -2.697 -4.194 -3.337 0.088
H -1.732 -5.151 -2.263 0.082
H -1.784 -3.362 -2.179 0.043
H -3.976 -3.412 -1.119 0.127
H -4.316 -4.980 -1.756 0.112
H -4.351 -7.526 -1.192 0.068
H -3.550 -8.315 0.192 0.070
H -2.580 -7.290 -0.921 0.068
C 2.471 3.903 2.776 -0.057
C 3.629 3.718 1.828 -0.262
O 3.126 3.737 0.483 -0.251
S 3.616 2.629 -0.550 0.561
C 5.056 3.391 -1.261 -0.107
O 4.044 1.481 0.177 -0.274
O 2.589 2.597 -1.530 -0.263
H 1.842 3.018 2.782 0.071
H 1.909 4.814 2.551 0.074
H 2.862 4.124 3.772 0.089
H 4.409 4.470 1.970 0.125
H 4.090 2.761 2.075 0.112
H 5.204 2.996 -2.262 0.073
H 5.893 3.123 -0.618 0.072
H 4.980 4.474 -1.265 0.074
C -4.209 2.936 -0.101 -0.051
C -3.015 3.803 0.253 -0.269
O -3.341 4.869 1.145 -0.231
S -2.857 4.764 2.636 0.539
C -1.243 5.489 2.544 -0.113
O -3.681 5.600 3.421 -0.249
O -2.717 3.399 3.031 -0.272
H -4.742 2.561 0.772 0.087
H -3.821 2.091 -0.674 0.079
H -4.949 3.451 -0.715 0.081
H -2.293 3.131 0.723 0.076
H -2.566 4.204 -0.654 0.130
H -0.815 5.423 3.539 0.077
H -1.321 6.493 2.146 0.076
H -0.708 4.845 1.843 0.055
C -1.509 0.162 2.949 -0.054
C -0.247 -0.450 3.540 -0.269
O -0.561 -1.045 4.794 -0.241
S 0.317 -2.273 5.269 0.548
C -0.393 -3.615 4.357 -0.110
O 1.662 -2.064 4.850 -0.272
O 0.024 -2.446 6.642 -0.260
H -1.354 1.116 2.447 0.029
H -2.159 0.395 3.795 0.093
H -2.035 -0.499 2.262 0.083
H 0.220 -1.157 2.842 0.117
H 0.555 0.289 3.637 0.115
H 0.006 -4.512 4.822 0.076
H -0.138 -3.473 3.309 0.069
H -1.476 -3.626 4.437 0.079
C 2.146 -0.341 -8.291 0.044
N 1.061 -0.400 -7.274 -0.449
O 0.980 0.528 -6.487 0.048
O 0.277 -1.307 -7.357 0.087
H 2.941 0.284 -7.895 0.094
H 1.736 0.160 -9.164 0.103
H 2.493 -1.333 -8.547 0.096
C 4.905 -1.586 -0.444 0.026
N 3.643 -2.110 -0.996 -0.434
O 3.613 -2.301 -2.203 0.053
O 2.745 -2.326 -0.202 0.077
H 5.620 -2.411 -0.480 0.103
H 4.759 -1.351 0.601 0.093
H 5.265 -0.793 -1.086 0.089
```

2S+1   1
Electronic energy   -114425.3616 eV
HOMO level   -10.89 eV
Structure (SMILES)   CCOS(C)(=O)=O.CCOS(C)(=O)=O.CCOS(C)(=O)=O.CCOS(C)(=O)=O.CCOS(C)(=O)=O.C[N+](=O)[O-].C[N+](=O)[O-]
Energy relative to the best compared isomer or geometry (same formula, charge and spin)   4.5 kcal/mol
Lowest unoccupied orbital energy   -0.080 eV

***

What is the 2S+1 in the second record?
1